The molecule C21H20N4O2S in a non-equilibrium geometry. Source: OMol25; level of theory: ωB97M-V/def2-TZVPD.

CARTESIAN COORDINATES (ANGSTROEM)
C 0.9271 3.0894 4.3636
C 0.1952 2.4191 3.1729
C 0.5669 2.7502 1.8667
C -0.0160 2.0909 0.7739
N 0.2851 2.2152 -0.5691
C -0.5268 1.4312 -1.1819
C -0.5658 1.3489 -2.6321
C -0.1359 2.4525 -3.3496
C -0.4068 2.5255 -4.6994
C -0.9076 1.4003 -5.3518
N -1.2525 0.2601 -4.7130
C -1.0832 0.2576 -3.3782
S -1.7885 -1.1384 -2.5593
C -1.1684 -2.5728 -3.5939
C -0.5056 -3.5852 -2.6477
O -0.8002 -4.7879 -2.6447
N 0.3650 -3.1043 -1.6940
C 0.6385 -3.8478 -0.4591
C 1.2708 -2.8582 0.4732
C 2.5026 -3.0122 1.0180
C 2.7661 -1.7821 1.7150
C 1.6826 -0.9759 1.5286
O 0.7203 -1.6383 0.8028
N -1.3780 0.7963 -0.3144
C -1.0489 1.1841 0.9895
C -1.4799 0.8789 2.2628
C -0.8171 1.4067 3.3908
C -1.1414 0.7927 4.7413
H 1.8062 3.6947 4.0686
H 1.2735 2.3116 5.0456
H 0.3030 3.7661 4.9556
H 1.3071 3.5002 1.6919
H 0.3159 3.3265 -2.8448
H -0.0985 3.4247 -5.2434
H -1.0780 1.4363 -6.3746
H -0.4671 -2.2597 -4.3473
H -2.0263 -3.0561 -4.0633
H 0.4616 -2.0924 -1.6935
H -0.3189 -4.1229 0.0077
H 1.2557 -4.7703 -0.6369
H 3.1697 -3.8634 0.9433
H 3.6855 -1.5408 2.2117
H 1.5437 0.0220 1.9925
H -2.0602 0.0826 -0.5583
H -2.3245 0.2143 2.3452
H -2.0931 0.2072 4.7170
H -1.2674 1.5919 5.4510
H -0.2857 0.1310 5.0213

The calculation puts the max |F| at 2.3 eV/Å. The orbital gap comes out at 8.3 eV. The LUMO energy comes out at 0.16 eV. As for the SMILES: Cc1cc2nc(-c3cccnc3SCC(=O)NCc3ccco3)[nH]c2cc1C. The total energy comes out at -1579.93034 hartree. Its net charge is 0.